The following is a quantum chemistry calculation of a gas-phase ion, C5H10N3 (charge +1), from the OMol25 dataset.

- gap between HOMO and LUMO (Eh) = 0.364
- SMILES string = [H]/N=C1/CC=N[C@]1(C)[NH3+]
- E_LUMO (eV) = -3.601
- ΔE to the lowest compared entry with this formula, charge and spin (kcal/mol) = 75.7

```
! wB97M-V def2-TZVPD RIJCOSX def2/J DEFGRID3
* xyz 1 1
C -1.8011 0.7735 -0.5378
C -0.3019 -1.0789 0.1659
C -2.0264 -0.5777 0.0451
C 0.3490 0.2582 -0.0605
C 1.0282 0.8003 1.1821
N -0.5538 1.2301 -0.5458
N -0.0782 -2.2060 0.5350
N 1.4160 0.1848 -1.1866
H -2.6176 1.3991 -0.8319
H -2.2187 -0.6769 1.0531
H -2.6478 -1.1414 -0.5314
H 0.7512 0.6109 2.2132
H 0.8621 1.8793 1.0300
H 2.1462 0.5502 1.2031
H 0.8290 -2.5222 0.7532
H 1.9671 -0.6343 -1.2368
H 2.0278 1.0198 -1.1838
H 0.8689 0.1311 -2.0662
*
```


The following is a quantum chemistry calculation of a gas-phase ion, C5H10N3 (charge +1), from the OMol25 dataset.

- gap between HOMO and LUMO (Eh) = 0.277
- SMILES string = CC/N=C/C=C\N=[NH2+]
- E_LUMO (eV) = -6.325
- ΔE to the lowest compared entry with this formula, charge and spin (kcal/mol) = 119.6

```
! wB97M-V def2-TZVPD RIJCOSX def2/J DEFGRID3
* xyz 1 1
C -0.6028 1.3078 -1.7373
C 0.0419 0.2095 -2.2837
C -0.7279 1.4480 -0.3175
C 0.2473 -0.7975 2.3027
C -0.4604 0.5388 1.8271
N 0.8286 -0.4549 -1.5231
N -0.4364 0.4805 0.4389
N 1.1505 -1.6382 -1.7636
H -1.1198 2.1828 -2.3023
H -0.0592 -0.2458 -3.2928
H -1.2029 2.4128 0.1034
H 0.3535 -1.4632 1.4640
H -0.2526 -1.1354 3.1653
H 1.2093 -0.5420 2.7475
H 0.1912 1.4186 2.3422
H -1.4498 0.6740 2.1654
H 1.7126 -2.1399 -0.9879
H 0.5767 -2.2559 -2.3483
*
```


The following is a quantum chemistry calculation of a gas-phase ion, C5H10N3 (charge +1), from the OMol25 dataset.

- gap between HOMO and LUMO (Eh) = 0.331
- SMILES string = [H]/N=C(\N)C=[N+]=C(C)C
- E_LUMO (eV) = -4.427
- ΔE to the lowest compared entry with this formula, charge and spin (kcal/mol) = 62.9

```
! wB97M-V def2-TZVPD RIJCOSX def2/J DEFGRID3
* xyz 1 1
C 0.4934 -1.0324 0.5706
C 1.8637 -0.4426 0.8514
C -1.2433 0.2800 -0.6711
C -1.4948 0.1329 -2.0963
C -2.0063 1.1973 0.1377
N -0.3614 -0.4111 -0.0756
N 2.1971 0.6133 0.3089
N 2.6098 -1.1369 1.7418
H 0.2860 -2.0326 0.8802
H -2.6019 -0.0367 -2.2234
H -0.9914 -0.8047 -2.3723
H -1.1993 0.9844 -2.7545
H -1.2856 1.9644 0.2425
H -2.3818 0.7578 1.0877
H -2.9998 1.4642 -0.3656
H 3.0352 1.0740 0.4932
H 2.5703 -2.0603 2.1928
H 3.5100 -0.5112 2.0521
*
```


The following is a quantum chemistry calculation of a gas-phase ion, C5H10N3 (charge +1), from the OMol25 dataset.

- gap between HOMO and LUMO (alpha / beta) (Eh) = 0.318 / 0.318
- SMILES string = CC[C@@H]1NC#C[NH2+]N1
- E_LUMO (alpha / beta) (eV) = -5.518 / -5.519
- ΔE to the lowest compared entry with this formula, charge and spin (kcal/mol) = 162.7

```
! wB97M-V def2-TZVPD RIJCOSX def2/J DEFGRID3
* xyz 1 1
C 0.3486 0.4618 2.2004
C -0.2223 1.8370 2.0616
C 0.6155 0.3870 -0.0782
C -0.0398 -1.8930 -1.0234
C 0.8345 -0.6534 -1.1753
N 0.8181 -0.2220 1.2443
N -0.7904 0.8156 -0.0924
N -1.2093 1.7153 1.0002
H 1.3104 1.2373 -0.1792
H 0.1643 -2.4512 -0.1145
H 0.1523 -2.5548 -1.8620
H -1.0920 -1.6251 -1.0312
H 0.6242 -0.1905 -2.1405
H 1.8895 -0.9337 -1.1625
H 1.1105 -1.1904 1.3141
H -1.0248 1.2296 -0.9878
H -2.1090 1.3514 1.3563
H -1.3804 2.6790 0.6701
*
```


The following is a quantum chemistry calculation of a gas-phase ion, C5H10N3O (charge +1), from the OMol25 dataset.

- gap between HOMO and LUMO (alpha / beta) (Eh) = 0.333 / 0.259
- E_LUMO (alpha / beta) (eV) = -4.348 / -8.221
- ΔE to the lowest compared entry with this formula, charge and spin (kcal/mol) = 62.0

```
! wB97M-V def2-TZVPD RIJCOSX def2/J DEFGRID3
* xyz 1 3
C -0.1038 -2.7351 0.8378
C -0.9340 0.1020 1.4575
C 0.5981 0.4003 -1.0800
C -1.3306 0.7847 0.2572
C -0.2354 1.4944 -0.5069
N -1.3648 -2.3278 1.4263
N -1.2991 -1.1094 1.6834
N 0.8068 -1.9049 0.9767
O -0.1446 0.6893 2.3439
H -0.0236 -3.7957 0.6405
H 1.5160 0.8330 -1.4949
H 0.1300 -0.1094 -1.9260
H 0.7736 -0.1251 -0.1353
H -2.1498 0.1797 -0.2579
H -2.0274 1.6845 0.5846
H -0.6159 2.2523 -1.1225
H 0.4080 2.1049 0.1941
H 1.6987 -2.1722 0.5196
H 0.2354 0.2057 3.0850
*
```


The following is a quantum chemistry calculation of C5H10N4 in the gas phase, from the OMol25 dataset.

- gap between HOMO and LUMO (Eh) = 0.333
- SMILES string = CCN1C=NC/C1=N\N
- E_LUMO (eV) = 0.900
- ΔE to the lowest compared entry with this formula, charge and spin (kcal/mol) = 98.4

```
! wB97M-V def2-TZVPD RIJCOSX def2/J DEFGRID3
* xyz 0 1
C -1.6073 1.4967 -1.3033
C -0.5460 0.4020 -1.8024
C 1.6174 0.8584 -0.4492
C 1.1200 -0.2467 1.3194
C 0.0108 -0.4139 0.3490
H -2.1205 0.7096 -0.5123
H -0.9149 2.2352 -0.7015
H -2.3613 1.9980 -2.1448
H -0.0136 0.6674 -2.7232
H -0.8086 -0.6906 -2.1181
H 2.0088 1.5175 -1.3054
H 0.7980 0.2243 2.2537
H 1.6678 -1.1541 1.5555
H -1.5749 -1.2498 2.3725
H -2.0987 -2.7158 1.2295
N 0.3689 0.3727 -0.7409
N 2.1332 0.5624 0.6549
N -1.0179 -1.0559 0.4297
N -1.2201 -1.8964 1.5724
*
```


The following is a quantum chemistry calculation of a molecular structure, C5H10N4, from the OMol25 dataset.

- gap between HOMO and LUMO (Eh) = 0.284
- E_LUMO (eV) = -0.072
- ΔE to the lowest compared entry with this formula, charge and spin (kcal/mol) = 130.0

```
! wB97M-V def2-TZVPD RIJCOSX def2/J DEFGRID3
* xyz 0 1
C 0.4157 -1.4115 1.1966
C 0.2216 -0.7816 -0.1553
N 1.7949 0.2368 -0.4823
N 0.2703 -1.4231 -1.2763
H 2.7588 -0.0430 -0.3075
H 1.6248 0.0649 -1.4812
H -0.5690 -1.9466 -1.5080
H 1.3240 -2.0162 1.1826
H 0.5371 -0.6618 1.9777
H -0.4663 -1.9924 1.4575
C -0.9270 0.5580 -0.0524
N -1.5043 0.7234 -1.3129
C -1.6481 0.8253 1.0531
C 1.3714 1.5242 -0.0802
N 1.7544 2.5781 0.2470
H -0.8549 0.5699 -2.0750
H -2.1057 1.5229 -1.4338
H -1.2890 0.6332 2.0507
H -2.7087 1.0394 0.9996
*
```


The following is a quantum chemistry calculation of 2 unconnected molecules or ions with the total composition C5H10N4, from the OMol25 dataset.

- gap between HOMO and LUMO (alpha / beta) (Eh) = 0.296 / 0.306
- E_LUMO (alpha / beta) (eV) = -0.992 / -0.072
- ΔE to the lowest compared entry with this formula, charge and spin (kcal/mol) = 135.8

```
! wB97M-V def2-TZVPD RIJCOSX def2/J DEFGRID3
* xyz 0 1
C 0.7167 0.4335 -2.5083
C -1.0843 0.9231 -1.5130
C 1.1427 -1.6315 1.4914
C -0.5462 2.3838 0.9592
C -0.2529 -1.7909 0.7634
N -0.3902 1.2151 -2.5651
N 0.7036 -0.3237 -1.4231
N -0.4125 -0.0772 -0.7904
N -0.9778 -0.6841 0.1928
H 1.4076 0.4946 -3.3492
H -1.9396 1.2927 -1.1864
H 1.8089 -2.4034 1.4385
H 1.5412 -0.8074 1.0141
H 0.9402 -1.3890 2.5574
H 0.3493 1.7950 1.2503
H -0.5043 3.5000 0.9300
H -1.4137 1.9306 1.3459
H -0.1643 -2.6012 -0.1010
H -0.9243 -2.2598 1.4934
*
```


The following is a quantum chemistry calculation of 2 unconnected molecules or ions with the total composition C5H10N4O2, from the OMol25 dataset.

- gap between HOMO and LUMO (Eh) = 0.369
- SMILES string = O=c1nn[nH][nH]1.CC[C@@H]1CO1
- E_LUMO (eV) = 0.180
- ΔE to the lowest compared entry with this formula, charge and spin (kcal/mol) = 67.7

```
! wB97M-V def2-TZVPD RIJCOSX def2/J DEFGRID3
* xyz 0 1
C 2.2993 3.4709 0.1566
C -1.7738 -3.2672 -0.6731
C -1.7668 -1.9618 0.0944
C -0.6613 -1.0635 -0.4279
C -0.8582 0.3741 -0.5825
H 1.9590 1.0485 2.0948
H 3.6372 1.7625 0.3906
H -0.8462 -3.8327 -0.4791
H -1.8456 -3.0914 -1.7458
H -2.6287 -3.8831 -0.4120
H -2.7219 -1.4272 -0.0206
H -1.6198 -2.1260 1.1532
H 0.3540 -1.4775 -0.3065
H 0.0083 1.0264 -0.5042
H -1.7919 0.8527 -0.3385
N 0.9656 3.4680 0.6317
N 0.7299 2.4196 1.3007
N 1.7629 1.6329 1.2671
N 2.7586 2.2389 0.5515
O 2.9177 4.3467 -0.4285
O -0.8783 -0.5109 -1.7219
*
```


The following is a quantum chemistry calculation of 2 unconnected molecules or ions with the total composition C5H10N4O3, from the OMol25 dataset.

- gap between HOMO and LUMO (Eh) = 0.326
- SMILES string = [H]/N=C(/CO)NO.Nc1cnoc1
- E_LUMO (eV) = 0.244
- ΔE to the lowest compared entry with this formula, charge and spin (kcal/mol) = 51.4

```
! wB97M-V def2-TZVPD RIJCOSX def2/J DEFGRID3
* xyz 0 1
C 2.0654 0.6943 -0.9738
C 1.2316 -0.5293 -0.6486
C -2.1012 0.0225 0.1460
C -1.4297 0.7666 1.1867
C -2.0394 0.8998 -0.9011
H 2.2455 1.2786 0.8626
H 3.0272 0.2752 -1.2801
H 1.6220 1.1645 -1.8475
H 0.0851 -1.9164 -1.3407
H 0.4285 -1.5904 0.9521
H 2.5130 -0.7048 1.9335
H -2.1607 -1.8371 0.9836
H -2.5954 -1.7728 -0.6183
H -1.3368 0.5015 2.2423
H -2.4418 0.7957 -1.8998
N 0.7580 -1.2186 -1.6671
N 1.1049 -0.8987 0.6640
N -2.6163 -1.2801 0.2637
N -0.9072 1.8656 0.7468
O 2.2347 1.6949 0.0008
O 1.6676 -0.2390 1.7635
O -1.3548 2.0281 -0.5686
*
```


The following is a quantum chemistry calculation of C5H10N4O3S in the gas phase, from the OMol25 dataset.

- gap between HOMO and LUMO (alpha / beta) (Eh) = 0.239 / 0.254
- E_LUMO (alpha / beta) (eV) = 0.494 / -2.340

```
! wB97M-V def2-TZVPD RIJCOSX def2/J DEFGRID3
* xyz 0 3
C 0.1480 2.3899 0.4022
C 0.7533 2.1941 -0.8603
C 0.6344 0.1182 0.8008
C 2.1504 -1.1168 -0.7126
C -2.6228 -1.5446 -0.5938
N 0.1994 1.4203 1.2273
N 1.4756 1.1804 -1.1378
N 1.4536 0.1415 -0.3189
N 1.1734 -0.4764 1.9434
O -1.5032 0.6948 -1.2962
O -2.6132 0.5225 0.9219
O -0.4794 -0.7785 0.4449
S -1.7592 -0.1016 -0.1007
H -0.1031 3.4353 0.5930
H 0.6465 3.0698 -1.4675
H 2.5982 -1.0539 -1.5908
H 2.9010 -1.2835 0.1718
H 1.4896 -1.8679 -0.8972
H -2.8227 -2.1778 0.3609
H -3.6553 -1.2371 -0.9741
H -2.1295 -1.9832 -1.5021
H 0.8098 -0.0973 2.7869
H 1.2549 -1.4483 1.7989
*
```


The following is a quantum chemistry calculation of a gas-phase ion, C5H10N5 (charge +1), from the OMol25 dataset.

- gap between HOMO and LUMO (Eh) = 0.342
- SMILES string = [H]/N=C(\C)n1[nH]c(C)[nH+]/c1=N\[H]
- E_LUMO (eV) = -3.271
- ΔE to the lowest compared entry with this formula, charge and spin (kcal/mol) = 45.9

```
! wB97M-V def2-TZVPD RIJCOSX def2/J DEFGRID3
* xyz 1 1
C -1.7728 -0.4324 -0.0014
C 1.6188 0.2586 -0.0485
C -0.2479 1.5056 -0.2079
C -1.9669 -1.8381 0.4572
C 3.0212 -0.2358 -0.1119
N -2.6094 0.4502 -0.2362
N 0.6759 -0.5944 0.1717
N -1.0811 2.3839 -0.1723
N -0.4885 0.1350 0.1253
N 1.1763 1.4459 -0.3671
H -1.1475 -2.4300 0.3971
H -2.6880 -2.2033 -0.1173
H -2.3793 -1.7191 1.4059
H 3.7067 0.3093 0.5774
H 3.4032 0.0688 -1.0879
H 3.0743 -1.2515 0.3310
H -3.5811 0.1118 -0.4991
H 0.5464 -1.5216 0.5868
H -0.9602 3.3319 -0.4899
H 1.6998 2.2251 -0.7128
*
```


The following is a quantum chemistry calculation of a gas-phase ion, C5H10N5 (charge +1), from the OMol25 dataset.

- gap between HOMO and LUMO (alpha / beta) (Eh) = 0.263 / 0.263
- SMILES string = C=C/N=N/C=C([NH3+])\C=N\N
- E_LUMO (alpha / beta) (eV) = -4.167 / -4.168
- ΔE to the lowest compared entry with this formula, charge and spin (kcal/mol) = 121.8

```
! wB97M-V def2-TZVPD RIJCOSX def2/J DEFGRID3
* xyz 1 1
C 1.5674 -0.5530 -0.2173
C -0.2638 1.2570 -0.4729
C 1.0439 0.8137 -0.2660
C -3.4315 -0.4848 0.8189
C -3.2909 -0.5427 -0.4699
N -1.3288 0.5178 -0.5149
N 0.7903 -1.5744 -0.1569
N -2.3041 0.2143 -1.2340
N 1.2745 -2.8215 -0.0440
N 2.1725 1.8076 0.0283
H 2.6164 -0.7554 -0.3898
H -0.4408 2.3308 -0.5819
H -4.1557 -1.0601 1.4009
H -2.6650 0.0996 1.3722
H -4.0010 -1.0661 -1.2757
H 2.0430 -3.0294 -0.6501
H 0.5211 -3.4889 0.0251
H 2.4136 1.5814 0.9734
H 2.1152 2.8426 -0.0503
H 2.9800 1.6933 -0.6777
*
```


Number 1: largest force on an atom 5.962 eV/A. Number 2: largest force on an atom 4.765 eV/A. Number 3: largest force on an atom 4.829 eV/A. Number 4: largest force on an atom 5.643 eV/A. Number 5: largest force on an atom 5.031 eV/A. Number 6: largest force on an atom 5.271 eV/A. Number 7: largest force on an atom 3.849 eV/A. Number 8: largest force on an atom 4.437 eV/A. Number 9: largest force on an atom 1.914 eV/A. Number 10: largest force on an atom 2.656 eV/A. Number 11: largest force on an atom 7.086 eV/A. Number 12: largest force on an atom 4.408 eV/A. Number 13: largest force on an atom 4.967 eV/A.